Entry 1:
Below is F4N2O12PS4Tl as an isolated structure, with properties calculated with ωB97M-V/def2-TZVPD.

Structure (XYZ):
```
24
F4N2O12PS4Tl | the OMol25 dataset | ωB97M-V/def2-TZVPD
Tl -1.011 -0.094 -0.159
N -0.718 2.121 1.612
S -1.855 2.928 2.352
O -2.001 4.306 2.000
O -2.191 2.462 3.664
F -3.066 2.313 1.496
S 0.541 2.761 2.503
O 0.753 2.211 3.802
O 0.946 4.102 2.245
F 1.659 1.944 1.669
N 2.538 -3.863 -1.744
S 3.809 -2.919 -1.809
O 4.943 -3.326 -1.034
O 3.538 -1.520 -1.973
F 4.328 -3.256 -3.300
S 1.927 -3.194 -0.293
O 1.071 -2.057 -0.473
O 2.721 -3.332 0.875
F 0.797 -4.309 -0.157
P -3.822 0.706 -2.144
O -4.492 -0.365 -3.061
O -3.731 0.323 -0.686
O -3.975 2.139 -2.453
O -2.709 -0.081 -2.932
```

Output
Gap between HOMO and LUMO (eV): 7.16
HOMO (eV): -4.753
Total charge: -2

***

Entry 2:
Below is F5Mg2 as an isolated structure, with properties calculated with ωB97M-V/def2-TZVPD.

Structure (XYZ):
```
7
F5Mg2 | the OMol25 dataset | ωB97M-V/def2-TZVPD
Mg 22.164 -18.090 13.333
Mg 19.519 -18.897 15.875
F 20.627 -18.037 14.603
F 22.524 -16.169 13.419
F 22.502 -20.046 13.905
F 18.447 -20.070 14.586
F 21.199 -18.283 11.671
```

Output
Gap between HOMO and LUMO (eV): 4.98
ΔE to the lowest compared entry with this formula, charge and spin (eV): 2.6023
HOMO (eV): -5.341
Total charge: -1

***

Entry 3:
Below is F6H18O9P as an isolated structure, with properties calculated with ωB97M-V/def2-TZVPD.

Structure (XYZ):
```
34
F6H18O9P | the OMol25 dataset | ωB97M-V/def2-TZVPD
P 19.319 -10.710 5.215
F 19.738 -9.373 6.155
F 19.686 -11.694 6.409
F 17.887 -10.626 5.920
F 18.871 -11.879 4.179
F 18.863 -9.620 4.032
F 20.880 -10.743 4.721
O 18.955 -10.638 8.130
H 19.511 -10.640 7.351
H 19.476 -10.189 8.795
O 20.706 -8.204 4.222
H 21.492 -8.621 3.868
H 20.057 -8.906 4.258
O 20.540 -10.139 2.118
H 20.098 -9.330 2.374
H 20.365 -10.222 1.180
O 17.319 -8.361 4.460
H 17.753 -7.510 4.396
H 18.031 -8.984 4.602
O 16.735 -11.973 5.011
H 17.522 -11.430 4.946
H 16.561 -12.251 4.112
O 17.346 -12.457 7.000
H 18.188 -12.002 6.981
H 16.972 -12.305 6.132
O 21.727 -9.399 6.678
H 20.833 -9.478 6.345
H 22.013 -8.530 6.395
O 19.746 -7.519 7.358
H 19.651 -8.107 6.610
H 18.915 -7.593 7.828
O 20.688 -12.703 3.262
H 21.010 -12.336 2.439
H 20.017 -12.087 3.554
```

Output
Gap between HOMO and LUMO (eV): 8.31
ΔE to the lowest compared entry with this formula, charge and spin (eV): 13.9025
HOMO (eV): -5.778
Total charge: -1

***

Entry 4:
Below is a 10-piece molecular cluster, F6H18O9P overall, with properties calculated with ωB97M-V/def2-TZVPD.

Structure (XYZ):
```
34
F6H18O9P | the OMol25 dataset | ωB97M-V/def2-TZVPD
P -0.316 0.023 0.495
F -1.110 -0.888 -0.574
F 0.724 0.452 -0.701
F -1.338 1.249 0.083
F 0.367 1.162 1.424
F -1.329 -0.443 1.667
F 0.764 -1.097 0.888
O -1.019 -3.780 2.074
H -0.744 -3.652 1.161
H -0.529 -3.114 2.566
O 3.274 1.727 1.454
H 2.915 0.933 1.042
H 3.732 2.186 0.745
O 0.915 -1.362 4.129
H 1.709 -0.884 3.872
H 0.335 -1.268 3.367
O -0.843 -3.582 -2.590
H -0.826 -2.969 -1.846
H 0.015 -3.472 -3.010
O 2.967 -0.445 -2.738
H 2.632 0.341 -2.291
H 3.205 -0.150 -3.621
O -0.911 0.373 -3.340
H -0.284 -0.356 -3.340
H -1.502 0.164 -2.608
O 1.444 3.917 -1.325
H 1.642 3.740 -2.249
H 1.203 3.056 -0.962
O -4.037 -0.817 1.185
H -4.157 -1.080 2.101
H -3.079 -0.708 1.097
O -1.850 3.840 0.900
H -2.617 3.844 0.322
H -1.352 3.058 0.619
```

Output
Gap between HOMO and LUMO (eV): 10.51
ΔE to the lowest compared entry with this formula, charge and spin (eV): 0.5919
HOMO (eV): -8.108
Total charge: -1

***

Entry 5:
Below is a 16-piece molecular cluster, F6H32NO14P overall, with properties calculated with ωB97M-V/def2-TZVPD.

Structure (XYZ):
```
54
F6H32NO14P | the OMol25 dataset | ωB97M-V/def2-TZVPD
N -7.563 -9.395 -16.002
H -7.821 -10.123 -15.351
H -8.074 -9.403 -16.873
H -6.591 -9.513 -16.247
H -7.672 -8.439 -15.693
P -11.135 -9.145 -13.804
F -11.727 -10.547 -14.413
F -12.581 -8.602 -13.387
F -10.931 -9.763 -12.286
F -10.549 -7.747 -13.274
F -9.595 -9.521 -14.142
F -11.430 -8.517 -15.328
O -7.451 -8.493 -12.590
H -6.656 -9.026 -12.588
H -8.077 -8.998 -13.108
O -11.987 -5.059 -11.742
H -11.862 -4.862 -10.813
H -11.108 -5.251 -12.068
O -12.692 -5.812 -14.973
H -12.186 -6.571 -14.683
H -12.872 -5.322 -14.171
O -10.452 -5.668 -16.290
H -11.231 -5.334 -15.844
H -10.747 -6.470 -16.720
O -13.484 -8.984 -17.000
H -14.365 -8.709 -16.746
H -12.953 -8.845 -16.216
O -14.915 -7.247 -15.396
H -14.759 -6.310 -15.277
H -14.988 -7.592 -14.506
O -9.865 -11.549 -16.074
H -10.569 -10.969 -15.784
H -10.224 -12.431 -15.972
O -9.553 -8.098 -10.679
H -8.769 -8.035 -11.224
H -10.243 -8.379 -11.281
O -13.685 -11.797 -13.008
H -13.185 -11.334 -13.680
H -14.116 -11.103 -12.509
O -7.248 -11.816 -14.440
H -6.733 -12.453 -13.944
H -8.154 -11.995 -14.191
O -9.675 -12.580 -13.259
H -10.048 -12.123 -12.505
H -10.427 -12.774 -13.818
O -9.603 -4.541 -13.406
H -9.092 -5.245 -13.806
H -9.792 -3.941 -14.127
O -14.925 -9.884 -11.298
H -14.326 -9.144 -11.396
H -15.012 -9.999 -10.351
O -11.126 -11.894 -10.361
H -11.148 -11.612 -9.446
H -10.818 -11.126 -10.841
```

Output
Gap between HOMO and LUMO (spin up / spin down) (eV): 9.77 / 2.38
2S+1: 2
HOMO (spin up / spin down) (eV): -12.873 / -12.858
Total charge: +1

***

Entry 6:
Below is F6Mg4 as an isolated structure, with properties calculated with ωB97M-V/def2-TZVPD.

Structure (XYZ):
```
10
F6Mg4 | the OMol25 dataset | ωB97M-V/def2-TZVPD
Mg -4.363 4.482 8.436
Mg -2.177 0.609 5.716
Mg -2.382 4.248 5.887
Mg -6.035 2.444 5.889
F -2.948 0.488 7.485
F -2.357 4.115 8.034
F -6.091 3.881 4.557
F -5.784 1.200 7.499
F -1.350 2.498 5.918
F -3.980 2.800 6.110
```

Output
Gap between HOMO and LUMO (eV): 5.34
HOMO (eV): -17.233
Total charge: +2

***

Entry 7:
Below is a 7-piece molecular cluster, FH12O6 overall, with properties calculated with ωB97M-V/def2-TZVPD.

Structure (XYZ):
```
19
FH12O6 | the OMol25 dataset | ωB97M-V/def2-TZVPD
F -0.147 0.152 0.154
O -0.401 -1.400 -1.809
H -0.336 -0.818 -1.090
H -1.208 -1.274 -2.314
O 1.341 -1.930 1.198
H 0.887 -1.241 0.766
H 2.262 -1.896 0.926
O 2.059 0.026 -1.110
H 1.788 0.096 -2.041
H 1.269 0.026 -0.556
O -2.580 -0.686 0.392
H -1.711 -0.306 0.161
H -2.550 -0.696 1.326
O -0.166 0.718 2.604
H -0.215 1.618 2.330
H -0.233 0.309 1.704
O 0.333 2.517 -1.042
H -0.006 1.681 -0.684
H -0.386 3.103 -0.913
```

Output
Gap between HOMO and LUMO (eV): 10.57
ΔE to the lowest compared entry with this formula, charge and spin (eV): 0.7302
HOMO (eV): -6.852
Total charge: -1

***

Entry 8:
Below is a 7-piece molecular cluster, FH12O6 overall, with properties calculated with ωB97M-V/def2-TZVPD.

Structure (XYZ):
```
19
FH12O6 | the OMol25 dataset | ωB97M-V/def2-TZVPD
F -0.303 -0.187 -0.017
O 1.661 0.709 -1.356
H 2.479 0.713 -0.874
H 1.061 0.320 -0.706
O -0.644 2.276 1.477
H -0.577 2.937 0.796
H -0.552 1.433 1.068
O 0.653 -2.320 -0.977
H 0.317 -1.426 -0.706
H 1.567 -2.332 -0.845
O 1.757 0.381 1.634
H 1.805 1.365 1.572
H 0.964 0.123 1.164
O -1.348 -0.356 -2.515
H -1.951 -1.017 -2.226
H -0.821 -0.173 -1.731
O -1.967 -0.948 1.805
H -1.322 -0.744 1.072
H -2.779 -0.755 1.367
```

Output
Gap between HOMO and LUMO (eV): 10.57
ΔE to the lowest compared entry with this formula, charge and spin (eV): 0.5524
HOMO (eV): -6.847
Total charge: -1